90
Properties=species:S:1:pos:R:3:forces:R:3:mulliken_charge:R:1 method="wB97M-V/def2-TZVPD" gap_ev="6.890 / 3.968" spin_multiplicity=2 lumo_energy_ev="-3.5311 / -6.4383" e_above_lowest_kj_mol=54.6 charge=+1 e_tot_ev=-142369.0332
Al 0.1501 0.8181 0.2614 -1.519 -0.049 0.454 0.60
O -2.8693 1.4373 2.7758 0.824 -0.309 -0.166 -0.64
C -1.8860 0.7952 2.4816 -0.237 -0.244 -0.891 0.33
O -1.0494 1.1318 1.5124 -0.313 -0.275 -0.082 -0.24
C -1.5564 -0.5050 3.2145 -0.220 0.665 0.845 0.74
C -2.1184 -0.5021 4.5065 -0.485 -0.423 -0.534 -0.98
C -1.9500 -1.5499 5.3778 1.035 -0.142 -0.006 -0.74
C -1.0851 -2.5911 5.0200 -0.527 -0.657 0.267 -0.67
C -0.5754 -2.6408 3.7353 0.670 -0.158 -0.869 -0.88
C -0.7760 -1.5930 2.7967 -0.051 0.247 0.968 0.25
P -0.0515 -1.6973 1.1191 -1.370 1.736 0.790 1.80
C -1.4114 -2.4779 0.2337 0.117 -1.519 -1.035 1.15
C -1.0603 -3.4066 -0.7765 0.328 0.637 -0.007 -0.75
C -2.0298 -4.1723 -1.3909 -0.205 -0.885 -0.640 -0.79
C -3.3681 -4.0518 -1.0379 -0.577 0.367 -0.238 -0.81
C -3.7359 -3.0499 -0.1296 0.350 -1.052 -0.300 -0.36
C -2.7732 -2.3357 0.5428 0.987 0.725 0.000 -0.98
C 1.2494 -2.8728 1.3159 0.482 -1.846 1.349 0.01
C 1.0259 -4.2545 1.1853 0.156 0.017 0.003 -0.19
C 2.0992 -5.1335 1.2884 -0.165 0.046 -0.191 -0.91
C 3.3741 -4.6423 1.4770 1.475 -0.094 0.247 -0.65
C 3.6124 -3.2872 1.7559 -0.777 -0.650 0.150 -0.76
C 2.4804 -2.4831 1.8830 0.259 1.083 -1.665 -0.79
H -2.7971 0.2955 4.7754 0.206 0.174 -0.115 0.50
H -2.4032 -1.4983 6.3523 -0.080 -0.155 0.191 0.44
H -0.8844 -3.4268 5.7193 -0.148 0.651 -0.536 0.40
H 0.0255 -3.5173 3.4187 -0.431 0.696 0.414 0.28
H -0.0138 -3.5496 -1.0929 -0.616 0.203 0.228 0.51
H -1.7491 -4.9101 -2.1638 -0.081 0.508 0.537 0.43
H -4.1383 -4.6936 -1.5124 0.633 0.563 0.361 0.36
H -4.7586 -2.8835 0.1222 -0.583 0.012 0.070 0.53
H -3.0728 -1.6089 1.2783 -0.113 0.098 0.237 0.38
H 0.0230 -4.6699 1.0772 0.301 0.304 -0.369 0.62
H 1.9513 -6.1962 1.1315 -0.049 0.087 0.177 0.46
H 4.2268 -5.3414 1.4907 -0.493 0.426 -0.223 0.38
H 4.6211 -2.8740 1.8213 -0.334 -0.278 0.496 0.40
H 2.5738 -1.4557 2.2494 0.041 -0.120 -0.155 0.98
C 1.0551 4.7575 -4.4218 0.732 0.693 -0.568 -0.48
C 0.6689 3.6617 -5.1609 -0.569 -0.487 -0.060 -0.71
C 0.1075 2.5616 -4.5071 -0.053 0.009 0.340 -0.18
C -0.0304 2.5682 -3.0992 0.923 -0.129 -0.291 -0.01
C 0.3767 3.7064 -2.3840 -0.196 -0.046 -0.680 -0.43
C 0.8445 4.8226 -3.0576 0.187 0.453 0.041 -0.80
Ge -0.7961 1.0413 -2.1228 -0.577 0.276 -0.946 1.05
C -0.9825 -0.3895 -3.5065 0.568 -0.306 -0.043 0.58
C 0.1286 -1.0510 -4.0317 -0.317 -1.287 -0.815 -0.29
C -0.0200 -2.0234 -5.0805 -0.460 1.340 1.099 -0.82
C -1.2907 -2.2798 -5.5911 0.065 -0.403 -0.261 -0.44
C -2.4061 -1.6149 -5.0911 0.468 0.182 0.039 -0.78
C -2.2211 -0.6793 -4.0879 -0.707 0.419 0.556 -0.06
C -2.6389 1.6889 -1.8870 -1.241 -0.296 1.211 -0.23
C -3.0396 3.0330 -2.0303 0.355 -0.835 0.727 -0.45
C -4.1779 3.4918 -1.3724 -0.530 0.674 -0.608 -0.67
C -5.0118 2.6553 -0.6411 0.214 0.068 -0.078 -0.67
C -4.7212 1.3051 -0.6215 0.384 -0.492 -0.281 -0.49
C -3.5654 0.8224 -1.2250 1.071 -0.010 -0.421 0.11
H 1.6281 5.5432 -4.9317 -0.664 -0.015 0.246 0.35
H 0.7164 3.7105 -6.2506 0.253 -0.271 0.326 0.39
H -0.1922 1.6916 -5.1038 -0.002 0.318 0.370 0.29
H 0.3365 3.7570 -1.3110 -0.314 -0.134 0.416 0.55
H 1.0180 5.7838 -2.5653 0.242 -0.521 0.144 0.42
H 1.1151 -0.8655 -3.6168 0.061 0.008 -0.137 0.32
H 0.8409 -2.5241 -5.4884 0.184 -0.088 -0.015 0.43
H -1.4406 -3.0098 -6.3929 0.248 0.229 0.274 0.35
H -3.4025 -1.7918 -5.4936 0.268 0.002 0.082 0.42
H -3.0977 -0.1457 -3.7303 0.074 -0.036 0.011 0.30
H -2.4153 3.7359 -2.5618 0.048 0.065 -0.062 0.37
H -4.4620 4.5372 -1.5255 0.149 -0.272 0.287 0.37
H -5.8704 3.0190 -0.0812 0.149 0.113 -0.292 0.39
H -5.3862 0.6121 -0.1387 -0.166 -0.155 0.239 0.42
H -3.3135 -0.2631 -1.1836 -0.320 0.871 0.120 0.25
C 4.7404 4.9599 1.7415 -0.329 -0.615 0.469 -1.30
C 3.5505 4.0440 1.9085 0.338 -0.070 0.511 -0.07
O 3.6579 2.9839 0.8816 0.220 -0.640 -0.509 -0.28
P 2.7973 1.6968 1.0501 -2.608 1.232 1.785 0.83
O 1.2721 2.0405 1.0257 1.872 -0.536 -0.984 -0.34
Te 2.9998 -0.2105 -0.3711 0.815 -0.124 -0.679 0.24
O 2.9239 1.2059 2.5574 0.477 -0.384 -0.552 -0.27
C 4.1799 0.7149 3.0971 -0.427 0.182 0.627 -0.24
C 3.9435 0.3583 4.5546 0.159 0.072 -0.012 -1.25
H 4.6729 5.8012 2.4344 -0.109 -0.026 -0.171 0.40
H 4.7422 5.2885 0.7207 0.269 0.440 -0.446 0.33
H 5.6509 4.4095 1.9719 0.105 0.072 -0.145 0.31
H 2.5994 4.5344 1.7897 -0.326 0.193 -0.297 0.29
H 3.5373 3.5368 2.8702 0.072 0.096 0.132 0.30
H 4.9174 1.4888 3.0162 0.449 0.560 -0.125 0.47
H 4.5132 -0.1206 2.4890 0.057 -0.320 0.043 0.32
H 3.4391 1.1650 5.1217 0.477 -0.223 -0.464 0.32
H 4.9243 0.1317 5.0123 -0.586 0.015 -0.066 0.40
H 3.2837 -0.5025 4.6077 0.059 -0.248 0.152 0.30